A 2-piece molecular cluster, C4H11OS overall, computed with ωB97M-V/def2-TZVPD.

Last column: Löwdin charge in e.
CARTESIAN COORDINATES (ANGSTROEM)
1 C 1.575 -1.438 -1.660  -0.55
2 S 0.501 -0.194 -2.434  0.46
3 H 1.804 -2.252 -2.348  0.00
4 H 2.517 -1.003 -1.324  0.00
5 H 1.030 -1.807 -0.798  0.00
6 H -0.194 0.001 -1.194  -0.15
7 C -1.392 0.487 0.955  -0.48
8 O -0.479 -0.283 0.291  -0.37
9 C -0.777 1.293 2.084  -0.29
10 C -0.120 0.437 3.166  -0.14
11 H -2.231 -0.091 1.425  0.09
12 H -1.906 1.180 0.255  0.09
13 H -1.567 1.920 2.522  0.09
14 H 0.000 1.947 1.672  0.10
15 H 0.228 1.044 4.003  0.05
16 H 0.746 -0.053 2.718  0.06
17 H -0.791 -0.352 3.510  0.06

Values from the calculation:
- spin multiplicity = 1
- DFT total energy (Ha) = -632.42553
- charge = -1
- M (g/mol) = 107.198
- orbital gap (eV) = 7.173
- energy relative to the best compared isomer or geometry (same formula, charge and spin) (kcal/mol) = 23.6

***

A 2-piece molecular cluster, C4H11OS2 overall, computed with ωB97M-V/def2-TZVPD.

Last column: Löwdin charge in e.
CARTESIAN COORDINATES (ANGSTROEM)
1 C 1.915 0.927 0.652  -0.20
2 C 1.868 -0.576 0.841  -0.63
3 S 2.793 -1.471 -0.469  0.36
4 S 1.698 -3.200 -0.578  0.25
5 H 1.331 1.176 -0.231  0.05
6 H 2.916 1.354 0.583  0.05
7 H 1.408 1.396 1.499  0.07
8 H 0.845 -0.893 0.647  0.02
9 H 2.285 -0.858 1.806  0.05
10 H 0.701 -2.732 -1.350  -0.19
11 C -1.787 0.012 -0.176  -0.59
12 O -0.562 -0.007 -0.733  -0.35
13 C -2.659 1.194 -0.658  -0.16
14 H -1.761 0.097 0.947  0.07
15 H -2.394 -0.918 -0.346  0.07
16 H -3.735 1.048 -0.510  0.04
17 H -2.488 1.308 -1.736  0.05
18 H -2.375 2.143 -0.189  0.04

Values from the calculation:
- spin multiplicity = 1
- DFT total energy (Ha) = -1030.60694
- charge = -1
- M (g/mol) = 139.265
- orbital gap (eV) = 5.998
- energy relative to the best compared isomer or geometry (same formula, charge and spin) (kcal/mol) = 38.0